Version a
A single C3H6N2 molecule. Source: the Open Molecules 2025 dataset; level of theory: the ωB97M-V functional and the def2-TZVPD basis.

Computed properties:
**Kohn-Sham gap**: 9.82 eV
**Structure (SMILES)**: C=N/N=C\C

Structure (XYZ):
```
11
C3H6N2 (the ωB97M-V functional and the def2-TZVPD basis)
C -2.27231 -0.71259 -0.49380
C 1.00922 -0.40443 0.53605
H 0.64235 1.33107 -0.74000
H 1.79761 -0.69965 1.45176
H 1.34056 1.80084 0.90996
H -2.43059 -1.73928 -0.12641
N -1.01079 -0.33009 -0.55958
C 1.34096 1.00691 0.01412
H -2.90848 -0.03945 -0.98217
N -0.01051 -1.10674 0.21399
H 2.50198 0.89341 -0.22393
```

Version b
A 2-piece molecular cluster, C3H6N2 overall. Source: the Open Molecules 2025 dataset; level of theory: the ωB97M-V functional and the def2-TZVPD basis.

Computed properties:
**Kohn-Sham gap**: 9.75 eV

Structure (XYZ):
```
11
C3H6N2 (the ωB97M-V functional and the def2-TZVPD basis)
C 0.77602 0.37694 -1.71320
H 0.34435 -0.35690 -2.43208
H 0.62368 1.36483 0.04753
C -0.52867 -1.90084 1.66044
H 1.87745 0.40414 -1.60399
N -1.30160 0.02779 2.67388
H -0.78310 0.38206 3.42478
N -0.79504 -0.99314 2.34528
H -0.49271 -2.90735 1.39212
C 0.14440 0.83342 -0.66413
H -0.94310 0.71775 -0.29981
```

Version c
C3H6N2 as an isolated structure. Source: the Open Molecules 2025 dataset; level of theory: the ωB97M-V functional and the def2-TZVPD basis.

Computed properties:
**Kohn-Sham gap**: 8.70 eV

Structure (XYZ):
```
11
C3H6N2 (the ωB97M-V functional and the def2-TZVPD basis)
H -0.28522 -0.04862 -2.33964
C -0.38425 -1.06305 1.33228
N -0.53217 2.41761 -0.28369
H -1.36364 -1.52559 1.17965
C 0.35837 0.36277 -1.54113
H 0.30944 -1.83470 1.70917
H -0.52206 -0.36549 2.19514
H 1.38694 0.47583 -1.99691
C -0.12919 1.62201 -1.02096
N 0.14484 -0.19073 0.20556
H 1.01695 0.14996 0.56054
```

Most stable: version a (next structure +0.0390 hartree)

Version a
A single C3H6N2 molecule. Source: the Open Molecules 2025 dataset; level of theory: the ωB97M-V functional and the def2-TZVPD basis.

Computed properties:
**Kohn-Sham gap**: 11.22 eV
**Structure (SMILES)**: C[C@@H](N)C#N

Structure (XYZ):
```
11
C3H6N2 (the ωB97M-V functional and the def2-TZVPD basis)
H 1.88612 0.71699 -0.26179
C -0.15442 -0.00530 -0.45845
H 1.23656 0.04598 1.24624
H -0.09482 -0.16168 -1.52932
C -0.73121 1.35603 -0.27413
H -1.90958 -1.05525 -0.29568
H 1.70744 -1.04616 -0.07373
N -0.97916 -1.06641 0.10667
C 1.25763 -0.07322 0.15405
H -1.07125 -0.98395 1.11652
N -1.16015 2.29039 0.26286
```

Version b
A single C3H6N2 molecule. Source: the Open Molecules 2025 dataset; level of theory: the ωB97M-V functional and the def2-TZVPD basis.

Computed properties:
**Kohn-Sham gap**: 10.62 eV
**Structure (SMILES)**: C=NN1CC1

Structure (XYZ):
```
11
C3H6N2 (the ωB97M-V functional and the def2-TZVPD basis)
H -2.49884 0.40570 -0.81340
N 0.65076 -0.17752 -0.58401
N -0.68438 0.22499 -1.15982
H 2.15079 0.76740 0.77318
H 1.51198 -1.53672 1.20041
H -1.57406 0.06298 0.85206
H -0.20322 -0.96119 1.33609
C -1.56784 0.30594 -0.31108
H 0.16371 1.10608 1.01655
C 0.66893 -0.84466 0.92279
C 1.01307 0.50931 0.69528
```

Version c
A 2-piece molecular cluster, C3H6N2 overall. Source: the Open Molecules 2025 dataset; level of theory: the ωB97M-V functional and the def2-TZVPD basis.

Computed properties:
**Kohn-Sham gap**: 10.00 eV
**Structure (SMILES)**: C=C=N.C=N

Structure (XYZ):
```
11
C3H6N2 (the ωB97M-V functional and the def2-TZVPD basis)
N 1.96396 0.08523 0.59540
N -1.07849 0.65523 0.33113
H -3.41858 -1.01122 -0.98208
C -3.30789 -0.06795 -0.44612
H 3.64082 0.64486 -0.77152
H 1.86817 0.87848 -1.28065
C -2.23496 0.36812 0.07208
H -4.16516 0.58172 -0.39670
H 2.62084 -0.21424 1.36033
C 2.53176 0.45010 -0.47474
H -0.83178 0.63205 1.27428
```

Version d
C3H6N2 as an isolated structure. Source: the Open Molecules 2025 dataset; level of theory: the ωB97M-V functional and the def2-TZVPD basis.

Computed properties:
**Kohn-Sham gap**: 8.25 eV

Structure (XYZ):
```
11
C3H6N2 (the ωB97M-V functional and the def2-TZVPD basis)
N 0.90424 -0.50429 -0.59575
C 2.17419 -0.13365 0.41781
H 2.49807 1.02691 1.39350
N 0.18064 0.67081 -0.44722
H -1.24971 -1.48057 -0.43064
H -2.05607 -0.77436 1.47163
H 2.89820 -0.91239 0.38743
H -1.62763 1.64035 0.26423
H -3.10128 -0.35767 -0.22085
C -1.07734 0.63759 0.04401
C -1.92280 -0.55525 0.27743
```

Most stable: version a (next structure +0.0872 hartree)

Version a
A single C3H6N2 molecule. Source: the Open Molecules 2025 dataset; level of theory: the ωB97M-V functional and the def2-TZVPD basis.

Computed properties:
**Kohn-Sham gap**: 9.63 eV
**Structure (SMILES)**: C=C/C=N/N

Structure (XYZ):
```
11
C3H6N2 (the ωB97M-V functional and the def2-TZVPD basis)
C -1.31386 -0.42893 -0.04242
N 2.30538 0.19745 -0.03322
H 0.02016 1.25850 -0.16815
C 0.03872 0.13535 -0.10250
H -2.44524 1.39779 -0.03718
H 3.07110 -0.23254 0.54215
N 1.13102 -0.47049 -0.00945
H -1.32600 -1.54258 -0.04042
H 2.22742 1.24081 0.17457
H -3.37989 -0.19911 0.21152
C -2.42858 0.29165 0.08095
```

Version b
A single C3H6N2 molecule. Source: the Open Molecules 2025 dataset; level of theory: the ωB97M-V functional and the def2-TZVPD basis.

Computed properties:
**Kohn-Sham gap**: 8.72 eV
**Structure (SMILES)**: C=C/C=N/N

Structure (XYZ):
```
11
C3H6N2 (the ωB97M-V functional and the def2-TZVPD basis)
C 0.87900 -0.82717 0.67785
H -1.16117 -0.55054 -0.05803
H 1.47779 -2.87981 1.28661
C 0.78266 -2.16189 0.75318
N -1.00891 1.80397 -0.99500
H -1.27476 2.92809 -0.96320
H -1.99817 1.26096 -1.26432
N -0.11972 1.17226 -0.36500
C -0.18873 -0.07210 0.03948
H 2.12285 -0.60597 0.86922
H -0.10364 -2.61931 0.82667
```

Most stable: version a (next structure +0.0846 hartree)

Version a
A 2-piece molecular cluster, C4H12N2O2 overall. Source: the Open Molecules 2025 dataset; level of theory: the ωB97M-V functional and the def2-TZVPD basis.

Computed properties:
**Kohn-Sham gap**: 10.19 eV
**Structure (SMILES)**: NCCCNC=O.O

Structure (XYZ):
```
20
C4H12N2O2 (the ωB97M-V functional and the def2-TZVPD basis)
H -0.92046 -1.15797 -0.96726
N 0.79078 0.63133 -2.18116
H 0.78365 1.19066 -2.95859
H -2.31632 2.38041 0.71010
H -2.31929 2.35013 -0.79571
H -1.36347 0.95184 -1.48621
H 1.86080 -0.59803 -0.00742
C -0.31691 0.79987 -1.13982
C -0.40600 -0.51259 -0.29273
H 0.44210 -0.22019 -2.59156
H -1.04810 -0.37991 0.70054
H 1.27257 -1.97720 -0.54606
H 1.23019 -2.74712 1.68174
O -2.63040 2.85875 -0.02176
C 1.01041 -1.16474 0.10885
H 0.01792 1.48918 -0.40387
N 0.94567 -1.77655 1.54025
H 0.68294 0.14626 2.41571
C 0.95451 -0.92671 2.59398
O 1.32942 -1.33741 3.64100
```

Version b
C4H12N2O2 as an isolated structure. Source: the Open Molecules 2025 dataset; level of theory: the ωB97M-V functional and the def2-TZVPD basis.

Computed properties:
**Kohn-Sham gap**: 8.52 eV

Structure (XYZ):
```
20
C4H12N2O2 (the ωB97M-V functional and the def2-TZVPD basis)
H 0.57129 2.40093 -0.78522
H -1.50882 2.05003 0.15197
O 2.64632 -1.78631 0.22877
H -2.63189 -0.73599 -0.20412
H 0.68212 -0.39198 -1.61489
H 2.15638 -2.61107 0.10475
H 2.46276 -0.30948 1.60775
H 1.46893 -0.01791 0.04462
N -0.70486 0.10491 -0.04221
O 0.71890 -1.40672 1.42947
N 0.77433 1.63254 -1.41829
C 1.82832 -0.93781 0.96394
H -1.92493 0.91374 1.46173
H -0.28105 -0.67961 0.66855
H -2.13017 0.28014 -1.58459
H -1.44339 -1.34368 -1.37263
C 0.54515 0.45721 -0.94073
C -1.13832 1.24251 0.78424
C -1.80041 -0.45746 -0.85185
H -0.29064 1.59600 1.36876
```

Version c
A 2-piece molecular cluster, C4H12N2O2 overall. Source: the Open Molecules 2025 dataset; level of theory: the ωB97M-V functional and the def2-TZVPD basis.

Computed properties:
**Kohn-Sham gap**: 7.54 eV
**Structure (SMILES)**: CC(O)=C(N)N.CO

Structure (XYZ):
```
20
C4H12N2O2 (the ωB97M-V functional and the def2-TZVPD basis)
H 1.27078 2.26394 -0.12570
C 1.02212 0.13568 0.08606
N -0.17497 0.34654 -2.03457
C -1.59336 0.42011 1.53693
C 0.24758 -0.41059 -0.94218
H -1.80296 0.74756 0.50604
C 1.87436 1.35641 -0.17231
O -1.74021 -1.00054 1.61368
H 2.36885 1.32606 -1.14525
N -0.29891 -1.68517 -0.78432
O 1.65733 -0.76067 0.95426
H -0.96161 -1.90916 -1.51680
H -2.37619 0.89601 2.13448
H -0.77076 -1.78013 0.12535
H 1.51299 -1.66653 0.65872
H 2.65141 1.41682 0.58313
H 0.35566 1.18775 -2.20148
H -2.34635 -1.21724 2.33118
H -0.57560 -0.17493 -2.80327
H -0.32015 0.50806 1.19604
```

Most stable: version a (next structure +0.0512 hartree)